ORCA calculation (ωB97M-V with the def2-TZVPD basis set) on C12H14N8O6Zn as an isolated structure.

Results
Maximum force (eV/Å): 0.2
DFT total energy (eV): -85293.4755
Frontier orbital gap (eV): 6.11

Structure (ORCA input):
```
! wB97M-V def2-TZVPD RIJCOSX def2/J DEFGRID3
* xyz 0 1
Zn 0.0351 -0.1839 0.5656
O 2.1617 -1.1385 0.7923
O 1.7512 3.8814 -4.7419
O 1.7494 1.9145 -5.8683
O 3.2034 -1.0047 2.6765
O 1.3728 3.4997 0.3694
O 0.2235 1.7221 1.0776
N -2.3746 -3.2478 -0.8749
N 0.3431 0.5707 -1.3164
N -1.3643 0.6411 2.9370
N -0.3247 0.6958 3.8729
N 0.9672 -0.5955 2.5030
N -0.9672 -1.9052 0.0981
N 2.1980 -0.9226 2.0041
N 1.9016 0.5294 4.3818
C -1.1413 -3.8578 -0.9590
C 1.1818 1.9173 -3.5923
C 1.2425 2.5255 -2.3404
C 0.8317 2.4395 0.1628
C -0.2739 -3.0130 -0.3548
C 0.8946 0.2008 3.5759
C 0.6949 0.6173 -3.6656
C 0.8224 1.8261 -1.2299
C -3.3400 -1.1178 0.0251
C 0.2835 -0.0178 -2.5140
C -2.2299 -2.0694 -0.2398
C 1.6246 2.6569 -4.8803
H -0.9996 -4.8094 -1.4359
H 0.7889 -3.1084 -0.2184
H 1.6003 3.5416 -2.2534
H 2.8204 0.1707 4.1656
H -3.8524 -0.8454 -0.8973
H -0.3410 1.4501 4.5462
H -3.2387 -3.6054 -1.2456
H -4.0692 -1.5475 0.7125
H -2.2316 0.4801 3.4305
H 0.6636 0.1358 -4.6334
H -0.1071 -1.0300 -2.5294
H 1.8090 1.3036 5.0164
H -1.3715 1.5111 2.4063
H -2.9379 -0.2109 0.4714
*
```